Record 1
{"formula": "C4H12N2O2", "method": "the ωB97M-V functional and the def2-TZVPD basis", "symbols": ["O", "C", "N", "N", "C", "C", "C", "H", "H", "H", "H", "H", "H", "H", "H", "H", "H", "O", "H", "H"], "positions_angstrom": [[2.172, 1.529, -0.844], [2.361, 0.337, -0.504], [1.371, -0.453, -0.142], [4.461, -0.554, -2.773], [0.000, 0.000, 0.000], [3.730, -0.290, -0.416], [4.748, 0.204, -1.524], [1.604, -1.443, -0.035], [3.827, 0.160, -3.147], [3.864, -1.327, -2.457], [-0.071, 0.844, 0.707], [-0.511, -0.872, 0.441], [-0.520, 0.277, -0.932], [4.179, -0.105, 0.579], [3.527, -1.376, -0.497], [4.557, 1.285, -1.665], [5.788, 0.091, -1.161], [6.602, -1.546, -3.687], [6.665, -2.522, -3.579], [5.674, -1.329, -3.444]], "mulliken_charge": [-0.668, 0.651, -0.170, -0.614, -0.848, -0.630, -0.573, 0.265, 0.304, 0.263, 0.269, 0.339, 0.269, 0.315, 0.243, 0.300, 0.276, -0.717, 0.278, 0.447], "smiles": "CNC(=O)CCN.O"}

Record 2
{"formula": "C4H12N2O2", "method": "the ωB97M-V functional and the def2-TZVPD basis", "symbols": ["C", "N", "C", "C", "N", "C", "O", "H", "H", "H", "H", "H", "H", "H", "H", "H", "H", "H", "H", "O"], "positions_angstrom": [[-0.303, -0.649, 2.678], [0.517, -0.811, 1.614], [-0.046, -1.295, 0.342], [-1.134, -0.393, -0.230], [-0.567, 0.842, -0.799], [-0.240, 0.743, -2.195], [-1.416, -1.121, 2.762], [0.139, -0.029, 3.476], [1.289, -0.173, 1.481], [0.768, -1.286, -0.371], [-0.433, -2.296, 0.507], [-1.888, -0.118, 0.499], [-1.633, -0.958, -1.014], [-1.177, 1.630, -0.639], [-1.043, 0.361, -2.842], [0.054, 1.705, -2.620], [0.623, 0.092, -2.362], [1.375, 1.267, -0.266], [2.902, 1.562, -0.119], [2.215, 0.927, 0.098]], "mulliken_charge": [-0.061, -0.157, -0.696, -0.660, -0.350, -0.999, -0.566, 0.363, 0.370, 0.368, 0.363, 0.558, 0.216, 0.206, 0.374, 0.357, 0.308, 0.391, 0.307, -0.690], "smiles": "CNCCNC=O.O"}

Record 3
{"formula": "C4H12N2O2", "method": "the ωB97M-V functional and the def2-TZVPD basis", "symbols": ["C", "N", "C", "C", "C", "N", "O", "H", "H", "H", "H", "H", "H", "H", "H", "H", "H", "H", "H", "O"], "positions_angstrom": [[0.082, -2.141, -0.512], [-0.041, -0.783, -1.080], [-0.442, -0.916, -2.512], [-0.977, 0.067, -0.344], [-0.161, 1.287, 0.216], [0.577, 2.019, -0.668], [-0.226, 1.512, 1.406], [0.675, -2.001, 0.399], [-0.928, -2.558, -0.233], [0.624, -2.865, -1.100], [0.028, -1.790, -2.977], [-0.010, -0.060, -3.022], [-1.517, -0.956, -2.724], [-1.271, -0.421, 0.568], [-1.740, 0.484, -0.988], [1.398, 2.512, -0.362], [0.570, 1.738, -1.633], [0.372, 0.209, 2.987], [1.606, -0.557, 2.620], [0.879, -0.565, 3.277]], "mulliken_charge": [-0.953, -0.045, -1.004, -0.508, 0.402, -0.359, -0.631, 0.285, 0.324, 0.369, 0.364, 0.281, 0.327, 0.330, 0.371, 0.237, 0.185, 0.373, 0.293, -0.642], "smiles": "CN(C)CC(N)=O.O"}

Asked for energy above the lowest of the compared OMol25 structures with the same formula, charge and spin across the records above, the calculation gives 37.44; 26.79; 40.11 kcal per mole in order.
Asked for calculated total energy across the records above, the calculation gives -419.5888; -419.6058; -419.5846 Eh in order.
Asked for molecular weight across the records above, the calculation gives 120.15; 120.15; 120.15 Da in order.